1.
198
Properties=species:S:1:pos:R:3:forces:R:3 method="wB97M-V/def2-TZVPD" homo_lumo_gap_ev=8.66 energy_ha=-3603.914676 total_charge=0 smiles=CC1(C)CCCC(C)(C)N1O.COCCNCCOC.COCCNCCOC.COCCNCCOC.COCCNCCOC.COCCNCCOC.COCCNCCOC.CO.CO.CO.CO spin_multiplicity=1 lumo_energy_ev=0.6 e_above_lowest_ev=0.000
C -4.19821 0.11497 0.19689 -0.36 -0.14 -0.15
C -4.42638 -0.02052 -1.32561 -0.35 -0.56 0.17
C -3.46531 -1.10421 -1.83257 0.51 -0.18 0.42
C -5.88743 -0.47510 -1.55739 -0.14 0.97 0.31
C -6.33600 -0.35196 -3.00357 1.32 -0.17 0.22
C -6.03118 1.06243 -3.55718 -0.62 -1.56 0.06
C -4.62245 1.60011 -3.29405 0.74 -0.11 0.52
C -3.63550 1.02595 -4.31759 -0.20 -0.36 -0.75
C -4.66832 3.12113 -3.47155 -0.21 -0.05 -0.52
N -4.20836 1.29178 -1.91059 -1.55 0.78 0.29
O -2.91548 1.76656 -1.62859 0.29 0.11 -0.20
H -3.12967 -0.00542 0.36618 -0.02 0.33 0.47
H -4.61133 1.04253 0.60003 0.41 0.29 -0.28
H -4.75002 -0.64033 0.76530 0.22 -0.39 -0.29
H -3.80674 -1.69467 -2.68251 -0.01 0.28 -0.17
H -2.49905 -0.63593 -2.03302 0.00 -0.08 -0.25
H -3.26863 -1.82252 -1.03592 -0.14 -0.09 -0.05
H -5.97537 -1.48175 -1.14401 -0.11 -0.06 -0.12
H -6.52361 0.19226 -0.96305 -0.01 -0.10 0.17
H -5.74921 -1.08765 -3.56704 -0.10 0.08 -0.22
H -7.37877 -0.62223 -3.16424 -0.08 0.14 0.16
H -6.80352 1.73946 -3.19112 0.11 0.19 -0.04
H -6.17630 0.85800 -4.62080 0.07 0.96 -0.20
H -2.63137 1.44396 -4.26440 -0.11 0.21 0.18
H -4.03847 1.20692 -5.31918 0.19 0.22 -0.02
H -3.52992 -0.05953 -4.27077 -0.10 0.00 0.30
H -5.43372 3.63696 -2.89537 -0.18 -0.31 0.35
H -4.96361 3.25580 -4.51614 0.28 0.39 -0.04
H -3.72569 3.62504 -3.26348 0.14 -0.19 -0.20
H -3.05637 2.57518 -1.08029 -0.09 -0.60 -0.19
C -0.12981 5.50291 5.10855 0.66 0.18 -0.15
O 0.17332 4.12921 5.03792 -0.60 -0.15 0.02
C 0.92374 3.76778 3.88464 -0.75 0.33 0.09
C 1.06871 2.26106 3.89954 0.19 -0.17 0.19
N -0.13107 1.54947 3.42588 0.00 0.44 -0.17
C -1.34067 1.84392 4.19007 -0.15 -0.39 0.46
C -2.50208 0.94509 3.79671 -0.01 0.44 -0.48
O -2.10009 -0.39556 3.85798 0.95 -0.44 0.50
C -3.10241 -1.37556 3.77617 -0.74 0.75 -0.06
H -0.59206 5.90356 4.19950 0.03 -0.20 -0.17
H 0.81681 6.02962 5.27623 -0.16 0.37 0.02
H -0.81467 5.70801 5.92747 0.09 -0.29 0.16
H 1.84038 4.36441 3.89636 0.40 -0.47 -0.11
H 0.38239 4.05087 2.97169 -0.10 0.08 -0.03
H 1.31243 1.96689 4.92738 0.14 0.00 0.03
H 1.87985 1.94838 3.23934 0.20 0.15 0.12
H 0.04594 0.55519 3.52812 -0.09 -0.04 0.00
H -1.65692 2.88456 4.11943 0.12 -0.01 -0.46
H -1.14703 1.72532 5.26469 -0.02 -0.19 0.07
H -2.82194 1.13884 2.76200 -0.06 0.20 0.05
H -3.33422 1.20570 4.46315 -0.09 -0.35 0.06
H -3.55146 -1.56552 4.75746 0.05 -0.06 -0.01
H -2.69358 -2.29477 3.36891 0.13 0.05 0.06
H -3.89439 -1.00051 3.11361 -0.06 -0.31 -0.06
C -0.72721 -8.54426 -0.62251 0.34 -0.57 0.05
O -1.63951 -7.55915 -0.23093 0.24 0.29 0.22
C -2.87391 -8.09285 0.21146 -0.72 0.56 -0.88
C -3.77436 -6.89948 0.54993 0.93 -0.39 1.11
N -3.04038 -6.06770 1.55784 -0.62 0.08 -1.58
C -3.81183 -4.84855 1.83319 0.83 0.38 0.57
C -3.73144 -3.81355 0.71283 0.22 0.21 -1.22
O -2.42804 -3.82530 0.08454 -0.36 0.29 0.49
C -1.55701 -2.93518 0.75506 1.58 -0.50 -0.30
H -0.37774 -9.08833 0.26257 0.03 -0.19 -0.14
H 0.14504 -8.12528 -1.12527 -0.12 0.47 0.22
H -1.14392 -9.25065 -1.35311 -0.27 -0.04 0.19
H -2.83498 -8.77856 1.06158 0.54 -0.01 0.02
H -3.26638 -8.60152 -0.67864 -0.43 -0.37 0.35
H -4.67666 -7.22279 1.07005 -0.26 -0.18 -0.55
H -3.95697 -6.37607 -0.39231 -0.37 0.19 0.11
H -2.27837 -5.77702 0.94260 0.50 0.23 0.82
H -3.39011 -4.33107 2.70311 0.08 -0.46 0.20
H -4.82545 -5.13148 2.11861 -0.15 0.21 -0.24
H -3.85375 -2.77239 1.01861 -0.58 -0.16 0.50
H -4.45054 -3.99851 -0.08802 0.03 -0.11 -0.02
H -0.53809 -3.14051 0.41770 -0.11 -0.27 -0.11
H -1.48468 -3.11895 1.82848 -0.47 0.22 0.11
H -1.66481 -1.87922 0.49502 -0.75 0.06 0.26
C 5.53484 -0.78486 4.24461 0.04 -0.47 0.31
O 5.20433 -1.70875 3.23052 0.13 0.42 -0.50
C 4.16580 -1.19423 2.39326 0.12 -0.27 0.25
C 3.73522 -2.23605 1.36656 0.86 -0.27 1.05
N 4.72623 -2.41340 0.30908 0.08 0.90 -0.87
C 6.03781 -2.92191 0.73212 -0.87 -0.20 0.35
C 6.96090 -3.16020 -0.42936 -0.36 -0.58 -0.58
O 6.43381 -4.20899 -1.25456 -0.04 0.14 0.18
C 7.24196 -4.44831 -2.37662 0.64 0.73 -0.28
H 4.74433 -0.76816 5.00424 -0.08 0.21 -0.02
H 5.71086 0.22627 3.86984 -0.03 0.01 -0.13
H 6.43916 -1.14941 4.73048 0.04 0.05 -0.05
H 4.47550 -0.29101 1.85453 0.18 0.11 0.16
H 3.36530 -0.93726 3.09614 -0.47 0.07 -0.42
H 2.76823 -1.91767 0.98482 0.04 -0.19 -0.36
H 3.63354 -3.18385 1.91565 -0.40 0.00 0.04
H 4.37673 -3.09725 -0.35374 -0.34 0.18 -0.05
H 5.77689 -3.84247 1.27310 0.91 -0.20 0.09
H 6.54604 -2.26135 1.43048 -0.24 0.16 -0.03
H 7.93870 -3.44887 -0.02690 0.10 -0.01 -0.18
H 7.05789 -2.29456 -1.09283 0.12 0.33 0.41
H 8.25372 -4.71699 -2.05323 -0.05 -0.52 -0.09
H 7.40603 -3.54763 -2.98622 -0.31 0.21 0.16
H 6.79216 -5.16907 -3.05293 -0.06 -0.35 0.39
C -1.93713 3.62682 0.89167 0.48 0.72 0.25
O -3.17858 3.76065 0.23407 -0.26 0.38 -0.11
C -4.24405 4.00300 1.13752 -0.24 0.07 0.48
C -5.57813 4.20298 0.43185 0.61 -0.24 -0.33
N -5.59255 5.45311 -0.33029 -0.11 -0.48 0.07
C -6.95209 5.84917 -0.65280 -0.20 0.69 0.41
C -6.94299 7.08655 -1.51193 1.36 0.40 -0.01
O -6.15380 6.78064 -2.66733 -0.97 -0.09 -0.33
C -6.28531 7.75882 -3.66670 -0.59 0.46 -0.47
H -1.84880 2.69297 1.45370 0.02 -0.08 -0.19
H -1.75582 4.46120 1.58389 -0.34 -0.03 0.16
H -1.13920 3.75506 0.16232 -0.09 -0.54 -0.18
H -4.06359 4.90264 1.73547 0.30 0.19 -0.19
H -4.26563 3.18780 1.86976 -0.30 -0.27 -0.10
H -6.36498 4.22442 1.18648 0.03 0.09 0.10
H -5.77628 3.34496 -0.22335 -0.05 -0.18 0.05
H -5.09869 5.28549 -1.19745 0.18 0.18 -0.09
H -7.40509 6.14745 0.29918 -0.32 -0.25 -0.09
H -7.56682 5.07534 -1.13283 0.08 -0.14 0.05
H -6.42216 7.89665 -0.98528 0.03 -0.05 0.23
H -7.92580 7.50654 -1.73850 -0.21 -0.52 -0.34
H -6.14380 7.36899 -4.67670 0.69 -0.38 0.28
H -5.62545 8.60869 -3.47698 0.07 0.03 -0.11
H -7.31490 8.13395 -3.75500 -0.01 0.09 0.48
C 4.05259 -9.49366 2.61963 0.10 -0.22 -0.68
O 4.08964 -8.18467 2.08143 -0.39 -0.36 0.42
C 5.24050 -7.97155 1.29468 0.38 0.84 0.25
C 5.35872 -6.47526 1.01131 0.01 0.20 -0.95
N 4.52490 -6.03386 -0.10871 -0.89 -0.15 0.46
C 3.09333 -5.95629 0.24478 0.84 -0.20 -1.05
C 2.30988 -5.43757 -0.94712 -0.23 0.42 -0.15
O 2.21126 -4.01286 -0.82107 -0.09 -0.02 0.14
C 1.14813 -3.47123 -1.57351 -0.20 -0.32 0.52
H 4.71172 -9.60910 3.48380 0.19 0.05 -0.07
H 4.34489 -10.17546 1.81271 0.14 -0.31 0.28
H 3.04996 -9.79277 2.92170 -0.15 0.47 -0.01
H 5.22097 -8.54416 0.36071 -0.18 0.00 -0.04
H 6.14679 -8.26469 1.84122 -0.08 -0.15 0.14
H 6.38776 -6.26020 0.71592 0.06 -0.03 0.11
H 5.13830 -5.90967 1.92350 0.06 -0.14 0.25
H 4.80698 -5.13991 -0.49632 0.45 -0.30 0.19
H 2.88226 -5.25396 1.05883 0.00 -0.20 0.30
H 2.80470 -6.96866 0.51418 -0.38 0.12 0.14
H 1.31702 -5.90124 -0.98056 -0.15 0.24 0.11
H 2.77996 -5.60728 -1.92124 0.22 -0.51 0.16
H 1.27716 -3.61403 -2.65010 0.06 0.13 -0.05
H 1.04922 -2.42035 -1.30215 0.22 0.10 -0.27
H 0.22121 -3.95590 -1.24952 -0.12 -0.08 -0.36
C 0.92027 6.78479 0.97083 -0.71 -0.30 -0.28
O 1.96419 6.20801 0.23395 0.56 0.10 0.23
C 1.94236 4.80496 0.27303 -0.70 -1.03 -0.84
C 2.92984 4.15667 -0.66949 1.29 1.03 -0.11
N 4.33649 4.50066 -0.36598 0.02 -0.21 0.05
C 5.17893 3.97692 -1.45013 -0.05 1.20 0.23
C 6.63732 4.32067 -1.23577 0.20 -1.30 -0.29
O 6.81432 5.70914 -1.19563 -0.28 0.90 0.38
C 7.99250 6.09906 -0.53257 0.56 -1.21 0.47
H 1.14363 7.83069 1.15466 0.11 0.02 0.08
H 0.69430 6.25501 1.90310 0.49 0.07 0.25
H -0.02880 6.71896 0.42131 0.02 0.13 -0.24
H 0.98338 4.43264 -0.12092 -0.24 0.16 0.28
H 2.04536 4.40281 1.28563 0.20 0.22 0.16
H 2.76382 4.47767 -1.70502 -0.66 -0.10 0.03
H 2.82235 3.07486 -0.62369 -0.21 0.00 0.12
H 4.42356 5.51176 -0.41802 -0.08 -0.01 0.24
H 4.90069 4.48786 -2.38489 -0.26 -0.60 -0.28
H 5.02733 2.90075 -1.46024 0.26 0.01 -0.44
H 7.25814 3.92623 -2.05216 -0.18 -0.14 -0.15
H 6.95336 3.73751 -0.35850 0.23 0.77 0.43
H 8.00759 5.56897 0.42783 0.18 0.27 0.16
H 8.11199 7.16288 -0.34812 -0.65 0.14 -0.30
H 8.88852 5.76174 -1.07060 -0.04 0.03 -0.17
C -0.06238 0.08198 -3.79103 -0.08 0.04 -0.79
O 0.82531 1.06405 -4.32040 -0.05 0.25 0.43
H 0.48491 -0.77993 -3.40748 -0.07 -0.01 0.21
H -0.67708 0.55496 -3.02864 0.19 0.02 0.18
H -0.75222 -0.23929 -4.57678 -0.01 -0.21 0.07
H 1.29202 0.72808 -5.08796 -0.02 -0.12 0.01
C 0.13524 0.59318 0.06667 -0.97 -0.21 -0.81
O 0.99365 1.48185 0.72169 0.20 -0.16 0.42
H -0.06692 0.93768 -0.95151 0.17 0.21 0.05
H 0.48439 -0.44194 -0.05327 0.41 0.09 0.37
H -0.85618 0.54058 0.53500 0.09 0.04 0.18
H 0.68873 1.51028 1.64919 -0.13 0.17 -0.30
C 3.90393 0.53327 -1.53665 1.59 0.95 0.64
O 5.19834 -0.04522 -1.32994 -0.47 -0.38 -0.12
H 4.06465 1.27464 -2.32127 -0.66 -0.53 -0.61
H 3.14707 -0.23297 -1.68908 -0.24 0.26 -0.30
H 3.69170 1.18655 -0.68145 -0.56 -0.48 0.24
H 5.02420 -0.86954 -0.83427 0.29 -0.01 0.23
C -0.67127 3.84335 -2.83536 0.44 -1.39 0.38
O 0.68541 3.76940 -3.24131 0.05 0.71 -0.41
H -0.98835 4.86135 -2.62184 0.30 0.06 0.06
H -1.36274 3.39616 -3.55910 0.08 0.17 -0.15
H -0.69971 3.19204 -1.95161 -0.77 0.44 0.25
H 0.88965 2.83706 -3.38971 -0.02 0.03 -0.22

2.
31
Properties=species:S:1:pos:R:3:forces:R:3 method="wB97M-V/def2-TZVPD" homo_lumo_gap_ev=2.82 energy_ha=-1085.564796 total_charge=+2 spin_multiplicity=1 lumo_energy_ev=-13.6
C -1.23221 -3.00342 0.97903 0.70 0.08 0.20
C -0.13063 -2.01002 1.53406 -0.14 -0.72 -1.25
C 1.14564 -2.19379 0.62333 -0.33 0.12 1.09
C 2.26483 -1.14328 0.92556 -0.59 0.46 -0.29
C 1.86178 0.32793 0.55326 0.44 -1.58 -0.20
C 1.80287 0.42750 -0.99131 -0.24 0.89 0.39
C 1.00197 1.64121 -1.53117 0.88 -0.25 0.15
Si -0.83531 1.59247 -1.09984 0.13 0.64 -4.51
O -1.70382 2.86434 -1.82003 -0.09 -1.99 2.19
Si -3.33782 2.76569 -1.20534 -0.16 0.03 -1.12
H -2.11004 -2.45680 0.58990 0.29 -0.38 0.34
H -0.81216 -3.59931 0.14355 -0.31 0.29 0.39
H -1.50045 -3.72956 1.76435 -0.21 0.41 -0.40
H -0.52017 -0.97933 1.43471 0.22 -0.29 0.33
H 0.09629 -2.25027 2.58304 -0.03 0.37 -0.36
H 0.80283 -2.21904 -0.42536 0.42 0.12 0.30
H 1.54629 -3.19348 0.87463 -0.12 0.42 -0.37
H 3.14492 -1.38718 0.29682 -0.22 -0.08 0.49
H 2.51730 -1.23150 1.99493 0.13 0.15 -0.48
H 2.58785 1.03877 1.00511 -0.40 -0.19 -0.30
H 0.88282 0.51090 1.06114 0.07 0.20 -0.43
H 2.85288 0.57056 -1.34327 -0.50 -0.08 0.08
H 1.46660 -0.50511 -1.48380 0.05 0.40 0.40
H 1.05493 1.59820 -2.64622 -0.47 0.27 0.51
H 1.46814 2.59838 -1.21059 -0.37 -0.35 -0.11
H -1.46924 0.27787 -1.26516 -0.11 -0.02 0.41
H -0.90528 1.89414 0.42444 0.49 1.50 2.42
H -3.59615 3.95797 -0.37527 0.35 0.20 0.19
H -3.38214 1.57152 -0.32515 0.30 0.05 0.20
H -4.31183 2.56255 -2.28303 0.18 0.20 -0.02
Hg -0.65070 3.70209 1.21769 -0.35 -0.87 -0.25